A structure of composition C43H43BBrGeN5O2ReS, computed with ωB97M-V/def2-TZVPD.

Calculated values
LUMO (alpha / beta)	-0.44 / -1.63	eV
relative energy (zero: lowest compared OMol25 entry of this formula, charge and spin)	59.36	kJ/mol
total energy	-197036.786	eV
2S+1	2

Geometry (Å):
Re  0.46  0.27  0.76
N  4.58  1.67  1.69
C  3.43  1.00  1.45
S  2.41  1.54  0.15
N  3.20  -0.07  2.14
N  2.07  -0.78  1.74
C  2.01  -1.93  2.43
C  1.44  -3.13  2.02
C  1.16  -4.14  2.98
C  0.35  -5.19  2.67
C  -0.22  -5.27  1.36
C  0.20  -4.41  0.41
N  1.12  -3.41  0.69
H  4.66  2.61  1.36
H  5.09  1.42  2.53
H  2.55  -1.95  3.37
H  1.55  -4.01  3.98
H  0.10  -5.93  3.42
H  -0.95  -6.03  1.11
H  -0.13  -4.46  -0.62
C  -1.15  0.98  5.40
C  -0.58  1.68  4.17
C  0.46  2.74  4.57
C  -1.65  2.30  3.31
C  -2.67  3.04  3.89
C  -3.62  3.68  3.12
C  -3.57  3.59  1.73
C  -2.57  2.87  1.09
C  -2.47  2.85  -0.41
C  -1.40  3.85  -0.86
C  -3.79  3.15  -1.11
C  -1.62  2.22  1.90
N  -0.61  1.45  1.31
H  -0.36  0.41  5.90
H  -1.95  0.29  5.13
H  -1.54  1.69  6.13
H  -0.06  0.93  3.58
H  -0.01  3.55  5.14
H  0.93  3.18  3.68
H  1.24  2.30  5.19
H  -2.71  3.13  4.97
H  -4.41  4.25  3.59
H  -4.32  4.11  1.15
H  -2.14  1.85  -0.70
H  -0.41  3.59  -0.47
H  -1.65  4.86  -0.52
H  -1.34  3.88  -1.95
H  -4.08  4.19  -1.00
H  -4.60  2.52  -0.72
H  -3.70  2.95  -2.18
Br  -4.60  -4.09  2.45
C  -3.18  -2.92  1.96
C  -3.09  -2.45  0.67
C  -2.02  -1.63  0.33
C  -1.00  -1.27  1.22
C  -1.19  -1.74  2.53
C  -2.25  -2.55  2.91
H  -3.84  -2.71  -0.07
H  -2.00  -1.25  -0.69
H  -0.50  -1.45  3.31
H  -2.35  -2.89  3.94
Ge  0.27  -0.18  -1.77
C  -1.43  -0.17  -2.77
C  -2.03  0.99  -3.25
C  -3.22  0.94  -3.97
C  -3.82  -0.27  -4.24
C  -3.23  -1.45  -3.80
C  -2.04  -1.39  -3.08
C  1.51  0.84  -2.89
C  2.58  0.22  -3.53
C  3.50  0.95  -4.28
C  3.35  2.32  -4.41
C  2.29  2.96  -3.79
C  1.38  2.22  -3.04
H  0.71  -1.65  -1.94
H  -1.56  1.95  -3.07
H  -3.66  1.86  -4.33
H  -4.75  -0.31  -4.80
H  -3.68  -2.40  -4.02
H  -1.59  -2.32  -2.74
H  2.71  -0.86  -3.45
H  4.32  0.43  -4.76
H  4.06  2.89  -5.00
H  2.17  4.03  -3.89
H  0.58  2.75  -2.53
O  3.06  -2.13  -0.26
B  1.99  -2.98  -0.40
O  1.87  -3.52  -1.67
C  2.89  -2.91  -2.38
C  3.20  -3.03  -3.71
C  4.29  -2.28  -4.16
C  5.01  -1.45  -3.30
C  4.69  -1.34  -1.95
C  3.61  -2.08  -1.53
H  2.63  -3.66  -4.37
H  4.57  -2.33  -5.20
H  5.85  -0.88  -3.69
H  5.22  -0.68  -1.28

Taken from the Mulliken analysis, the atomic charges in e are: 0.088, -0.454, 0.350, -0.467, -1.395, 1.064, -2.025, 1.712, -1.094, -0.382, -0.972, -0.374, 0.784, 0.233, 0.237, 0.442, 0.443, 0.424, 0.480, 0.474, -1.861, 2.651, -1.634, 0.462, -0.564, -1.432, -0.927, -0.015, 3.298, -1.434, -1.830, 0.469, 1.053, 0.408, 0.392, 0.496, -1.498, 0.387, 0.341, 0.407, 0.323, 0.385, 0.343, -1.223, 0.204, 0.435, 0.467, 0.434, 0.425, 0.194, -0.216, -0.274, -0.949, -0.525, 0.549, -0.134, -1.027, 0.534, 0.418, 0.459, 0.537, 2.663, -0.203, -0.361, -0.688, -0.725, -0.687, 0.202, -0.966, 0.293, -0.594, -0.873, -0.932, 0.703, -1.085, 0.478, 0.480, 0.380, 0.423, 0.359, 0.235, 0.376, 0.375, 0.446, 0.099, -0.802, 0.553, -0.554, 0.151, -0.785, -0.274, -1.025, -0.601, 0.973, 0.484, 0.359, 0.469, 0.562